The following is a DFT calculation (ωB97M-V/def2-TZVPD) of C57H72BiFN9O12Se as an isolated structure.

As for the HOMO-LUMO gap: 4.450 eV. The relative energy (zero: lowest compared OMol25 entry of this formula, charge and spin) comes out at 0.548 eV. The molecular weight is 1382.19 Da. As for the highest occupied orbital energy: -4.588 eV. Its charge is -1. The value obtained for the LUMO energy is -0.14 eV.

Last column: Mulliken charge in e.
Atoms and positions in Å:
Bi -1.301581 -0.271562 -0.345676  3.017
C -4.584817 -0.356052 6.582730  -1.475
C -5.477395 -1.079465 5.563961  2.335
C -6.720636 -0.222368 5.288082  -1.694
C -5.934891 -2.400816 6.181800  -2.265
C -4.695857 -1.289030 4.268487  -0.713
C -4.207152 -0.197206 3.569489  -1.036
C -3.435623 -0.373845 2.434743  0.272
Se -2.949392 1.159591 1.394115  -0.206
C -1.610677 1.958080 2.496408  -0.157
C -2.003426 2.919027 3.417430  -0.419
C -1.064174 3.560635 4.203952  -0.643
C 0.275610 3.253504 3.945152  -0.308
C 0.706844 2.326906 3.012001  0.020
C -0.271466 1.562104 2.295250  -0.211
O 0.037215 0.555124 1.534089  0.184
C 2.199721 2.096539 2.766525  3.066
C 3.072046 3.182100 3.406951  -2.556
C 2.485670 2.119941 1.260267  -1.414
C 2.609846 0.743037 3.357163  -1.644
C -1.422901 4.562929 5.298298  1.869
C -0.855047 4.080344 6.640112  -1.605
C -0.829338 5.938407 4.966080  -1.704
C -2.936410 4.716758 5.451955  -1.984
C -3.096781 -1.641562 1.932530  0.372
O -2.242354 -1.811457 0.942997  -0.674
C -3.730948 -2.756561 2.543671  -0.398
C -4.473599 -2.542453 3.698719  -0.192
C -3.668369 -4.139440 1.885989  2.801
C -4.235401 -4.030418 0.461071  -1.670
C -4.494339 -5.180345 2.646694  -2.554
C -2.228098 -4.655199 1.816291  -1.404
H -5.147776 -0.126044 7.491580  0.457
H -3.731199 -0.979885 6.853880  0.352
H -4.196596 0.577872 6.175638  0.137
H -7.297734 -0.077183 6.205177  0.462
H -6.447439 0.759690 4.901843  0.312
H -7.360629 -0.705029 4.547805  0.354
H -6.464192 -2.202222 7.116322  0.445
H -6.614971 -2.939355 5.519658  0.394
H -5.087448 -3.050634 6.406012  0.403
H -4.414838 0.815032 3.896747  0.359
H -3.057079 3.152605 3.493661  0.530
H 1.026055 3.792626 4.508044  0.404
H 2.747849 4.180619 3.107518  0.458
H 3.065466 3.129117 4.497218  0.449
H 4.105022 3.049861 3.076396  0.454
H 2.168373 3.077591 0.838928  0.503
H 3.556655 1.993452 1.077461  0.496
H 1.935342 1.331135 0.751624  -0.512
H 2.491052 0.749568 4.442713  0.426
H 1.980657 -0.044332 2.954651  0.181
H 3.654952 0.516866 3.122521  0.478
H 0.231271 3.992029 6.603093  0.304
H -1.112497 4.780608 7.439465  0.475
H -1.260512 3.099694 6.894239  0.307
H 0.258153 5.891834 4.892792  0.335
H -1.212828 6.297403 4.009845  0.323
H -1.085683 6.666860 5.740125  0.470
H -3.410406 3.758908 5.672311  0.220
H -3.156676 5.400126 6.274874  0.441
H -3.391319 5.121414 4.546635  0.358
H -4.908431 -3.403743 4.180843  0.520
H -5.267067 -3.673539 0.488626  0.388
H -3.649368 -3.345242 -0.150334  0.050
H -4.221561 -5.012107 -0.020120  0.394
H -5.546186 -4.896894 2.713406  0.462
H -4.439007 -6.129505 2.109648  0.438
H -4.111853 -5.347172 3.656420  0.476
H -1.621673 -3.976858 1.226695  -0.344
H -1.795271 -4.738968 2.817173  0.403
H -2.206062 -5.641570 1.344413  0.568
C -0.191256 3.782638 -7.016094  -1.076
C -0.380943 2.316367 -6.653118  -0.946
N -0.303189 2.082103 -5.217936  0.428
C -1.452463 1.895339 -4.517478  -0.112
C -1.544734 1.835143 -3.170971  0.127
C -2.923677 1.598516 -2.581948  -0.059
O -3.874189 2.115675 -3.154257  -0.792
O -2.967928 0.867130 -1.539682  -0.550
C -0.379877 2.087894 -2.371601  0.570
O -0.363874 2.143011 -1.130451  -1.098
C 0.873035 2.272809 -3.136140  0.371
C 2.065262 2.417896 -2.425986  0.029
C 3.241846 2.484669 -3.111375  0.329
F 4.423840 2.618596 -2.442782  -0.473
C 3.291913 2.367064 -4.503094  -1.312
C 2.117758 2.257561 -5.208807  -0.699
C 0.888220 2.223843 -4.534854  0.401
N 4.546374 2.255761 -5.199654  0.454
C 5.286766 1.051271 -4.840968  0.743
C 6.325796 0.794623 -5.901306  -0.988
N 7.240161 2.001035 -5.949491  -0.092
C 6.470438 3.266488 -6.218110  -0.894
C 5.406853 3.417622 -5.144289  -0.393
H -0.226502 3.911921 -8.098003  0.415
H 0.765261 4.159509 -6.652546  0.260
H -0.982867 4.384288 -6.569146  0.329
H 0.346646 1.683599 -7.165332  0.390
H -1.367592 1.980252 -6.967148  0.497
H -2.352746 1.769492 -5.105068  0.488
H 2.031731 2.432215 -1.346797  0.280
H 2.182744 2.143726 -6.281120  0.367
H 4.614725 0.191640 -4.779301  -0.605
H 5.776732 1.148953 -3.857609  0.317
H 5.867956 0.700968 -6.884612  0.340
H 6.933278 -0.082689 -5.687422  0.403
H 7.976937 1.872788 -6.642212  0.355
H 7.681830 2.085657 -5.029830  0.410
H 6.009872 3.151054 -7.198020  0.357
H 7.176267 4.096140 -6.228485  0.435
H 4.830474 4.321766 -5.338710  0.441
H 5.895771 3.534216 -4.161842  0.310
O -2.841038 -1.456815 -3.876199  -0.696
C -2.005583 -1.871074 -3.082111  -0.307
O -2.105554 -1.930214 -1.807240  -0.438
C -0.707717 -2.404502 -3.657756  1.235
C -0.737662 -3.489181 -4.472608  -0.267
C 0.447712 -3.962886 -5.087747  -1.154
C 1.633503 -3.308702 -4.911584  -0.345
C 1.683743 -2.204194 -4.062602  -0.393
C 0.522699 -1.692562 -3.353349  -0.424
O 0.533693 -0.716742 -2.581274  0.075
N 2.934462 -1.547591 -3.961657  1.209
O 3.765276 -1.666231 -4.877388  -0.843
O 3.176996 -0.868419 -2.968839  -0.568
N 0.412561 -5.133480 -5.932339  1.047
O -0.648731 -5.722911 -6.052035  -0.659
O 1.443652 -5.486204 -6.490345  -0.687
H -1.674797 -3.986887 -4.678213  0.661
H 2.531875 -3.656164 -5.397974  0.672
C 2.340627 -1.735518 -0.257471  0.184
N 0.974770 -2.158240 0.046344  2.646
C 0.713323 -3.437062 -0.626250  0.427
N 1.654954 -4.479495 -0.198231  0.165
C 3.005913 -4.005134 -0.502541  -0.881
N 3.329256 -2.739118 0.163736  0.092
C 3.172802 -2.946545 1.606874  -0.561
N 1.828790 -3.393935 1.969219  0.268
C 0.873619 -2.380714 1.501046  -0.266
C 1.549088 -4.638480 1.252495  -0.712
H 2.540447 -0.799121 0.268384  -0.239
H 2.430722 -1.559293 -1.330864  -0.774
H 0.829884 -3.301433 -1.703269  -0.788
H -0.314084 -3.743883 -0.432320  -0.455
H 3.100417 -3.872094 -1.583227  0.275
H 3.724742 -4.762377 -0.175948  0.420
H 3.380649 -2.005455 2.120581  0.153
H 3.897768 -3.697573 1.935461  0.371
H 1.061701 -1.438616 2.004722  -0.964
H -0.138724 -2.699457 1.738219  0.003
H 0.539340 -4.968696 1.498988  0.235
H 2.261494 -5.403377 1.576107  0.388

Atomic forces in eV per Å
0.474 -0.575 -0.556
-0.022 -0.029 0.003
0.005 0.009 -0.012
0.017 -0.017 -0.006
-0.009 0.031 0.007
-0.020 0.017 -0.028
0.019 -0.053 -0.028
0.003 0.047 -0.112
-0.392 0.415 0.574
-0.013 -0.039 -0.126
0.045 0.007 -0.018
-0.056 -0.010 0.039
0.040 0.031 -0.065
0.006 0.012 0.054
0.044 -0.146 0.114
-0.030 0.166 -0.015
-0.016 0.010 0.016
-0.022 -0.024 -0.015
-0.014 -0.029 -0.054
-0.008 0.020 -0.002
-0.006 0.006 -0.053
-0.014 0.001 -0.007
0.009 -0.012 0.005
0.029 -0.009 -0.009
0.081 -0.102 0.120
-0.212 0.215 -0.075
-0.047 -0.011 -0.002
0.057 -0.030 0.034
0.030 0.035 0.023
0.046 0.021 -0.026
0.021 0.007 -0.040
-0.006 -0.020 0.027
-0.006 -0.005 0.020
0.022 0.003 -0.010
-0.003 0.023 0.001
-0.008 0.007 0.019
0.002 0.024 -0.009
-0.015 -0.007 -0.008
-0.009 0.001 0.017
-0.013 -0.010 -0.009
0.011 -0.014 0.003
-0.006 0.014 0.034
-0.019 -0.013 0.040
0.038 0.000 0.026
0.016 0.028 -0.022
-0.026 0.011 0.030
0.010 -0.026 0.026
0.025 0.036 -0.007
0.035 -0.004 -0.009
0.002 0.058 -0.017
0.011 0.002 0.021
0.017 -0.045 -0.020
0.011 0.004 0.001
0.014 -0.002 0.001
0.003 0.015 0.018
-0.010 -0.015 0.009
0.015 0.000 -0.003
-0.014 0.014 -0.012
-0.004 0.020 0.019
-0.015 -0.014 0.022
-0.003 0.021 0.006
-0.013 0.009 -0.019
-0.028 -0.028 0.003
-0.026 -0.016 -0.003
-0.005 0.012 0.005
-0.018 -0.027 0.002
-0.027 0.010 0.004
0.001 -0.009 0.000
-0.005 0.002 0.019
-0.013 -0.023 0.000
0.020 -0.001 0.002
0.005 -0.024 0.007
-0.015 0.000 0.052
-0.002 -0.117 -0.088
-0.022 0.053 -0.009
-0.063 -0.107 -0.022
0.031 0.206 0.087
-0.015 -0.125 -0.002
-0.084 0.072 -0.077
0.051 -0.010 0.125
0.064 -0.038 0.261
0.071 -0.034 -0.407
-0.078 0.010 0.076
0.096 0.008 -0.084
0.007 -0.073 0.036
-0.096 -0.032 -0.083
0.178 0.022 0.112
-0.010 -0.011 -0.028
0.021 -0.050 0.051
-0.096 -0.004 0.100
-0.126 0.034 0.051
-0.067 -0.114 -0.004
-0.021 -0.034 -0.003
-0.061 0.111 0.007
0.020 -0.034 -0.022
-0.005 0.004 -0.022
0.001 0.009 -0.024
0.002 0.010 -0.001
-0.022 -0.009 -0.007
0.045 -0.041 -0.024
-0.020 0.042 0.010
-0.014 0.011 0.086
-0.005 0.011 -0.008
0.116 0.025 -0.037
-0.023 -0.038 0.010
0.038 0.024 -0.011
0.029 0.028 0.031
-0.023 0.007 0.051
0.036 -0.014 -0.068
0.036 -0.006 0.005
0.023 -0.037 0.020
0.017 -0.007 -0.026
-0.035 0.051 -0.004
-0.005 -0.002 -0.003
-0.052 0.092 -0.139
0.172 -0.058 0.218
-0.107 -0.097 -0.220
0.038 0.043 -0.032
0.039 0.087 0.075
0.020 -0.052 -0.028
-0.041 -0.005 -0.107
-0.013 0.052 -0.038
-0.065 0.221 -0.116
0.013 0.230 0.468
0.080 -0.138 -0.216
0.244 0.209 -0.727
-0.015 -0.033 0.040
-0.029 -0.006 -0.027
0.044 -0.012 -0.039
-0.012 0.008 -0.004
-0.022 0.020 -0.019
0.030 0.029 -0.225
-0.427 -0.073 0.433
0.110 0.024 -0.152
0.024 -0.021 -0.047
0.058 0.026 0.007
-0.018 -0.058 0.103
0.044 -0.024 -0.014
-0.017 0.012 0.022
0.075 -0.142 0.005
0.015 0.009 0.011
0.006 0.012 0.018
-0.094 -0.083 0.469
-0.032 -0.071 0.162
0.000 -0.012 0.033
-0.019 0.017 -0.008
0.006 -0.013 -0.022
0.004 0.001 0.005
-0.002 -0.005 0.012
-0.016 0.038 0.002
-0.017 0.009 0.014
-0.006 -0.011 0.007
-0.004 0.000 -0.003